Record 1
{"formula": "C3H4F2O", "method": "ωB97M-V/def2-TZVPD", "elements": ["O", "C", "C", "C", "F", "F", "H", "H", "H", "H"], "coordinates": [[0.685, -1.483, 0.880], [0.076, -0.659, -0.168], [0.695, 0.775, -0.424], [-0.637, 0.520, 0.159], [-1.671, 0.638, -0.813], [-1.213, 0.840, 1.302], [-0.132, -1.308, 1.541], [-0.310, -1.250, -1.069], [0.793, 1.000, -1.492], [1.713, 0.928, 0.084]], "atomic_forces_ev_per_a": [[-4.39, 2.39, 0.97], [2.18, -2.91, -0.82], [2.15, -1.03, -0.16], [-2.71, 0.95, -2.25], [0.91, 0.59, 0.72], [0.72, 0.20, 0.95], [3.20, -1.37, -1.31], [0.68, 0.91, 1.47], [-0.58, 0.33, 0.54], [-2.14, -0.06, -0.11]], "gap_ha": 0.42195, "multiplicity": 1, "e_tot_ha": -391.59298, "de_lowest_kcal_mol": 50.08, "lumo_energy_ev": 0.768, "e_homo_ev": -10.71}



Record 2
{"formula": "C3H4F2O", "method": "ωB97M-V/def2-TZVPD", "elements": ["C", "C", "C", "O", "F", "F", "H", "H", "H", "H"], "coordinates": [[1.804, -0.191, 0.209], [-1.807, 0.061, -0.549], [0.687, 0.085, -0.502], [-0.487, 0.831, -0.021], [-1.742, -1.199, 0.179], [-2.687, 0.766, 0.131], [1.674, -0.116, 1.247], [0.472, -0.222, -1.444], [2.544, -0.921, -0.275], [-0.458, 0.906, 1.025]], "atomic_forces_ev_per_a": [[-2.00, -1.42, -2.63], [-0.77, -2.16, -1.23], [1.28, 0.94, 3.26], [2.70, -0.71, 3.01], [0.21, 1.79, -0.28], [-0.61, 0.30, 0.77], [0.79, 0.44, 1.41], [-0.48, -0.54, -2.79], [-1.05, 1.54, 0.92], [-0.07, -0.17, -2.45]], "gap_ha": 0.34147, "multiplicity": 1, "e_tot_ha": -391.51093, "de_lowest_kcal_mol": 101.57, "lumo_energy_ev": 0.420, "e_homo_ev": -8.87}



Record 3
{"formula": "C3H4F3N", "method": "ωB97M-V/def2-TZVPD", "elements": ["F", "C", "F", "F", "C", "C", "N", "H", "H", "H", "H"], "coordinates": [[2.784, 1.719, 0.274], [1.688, 1.388, 0.973], [0.950, 2.497, 1.077], [2.113, 1.092, 2.216], [0.960, 0.220, 0.370], [-0.632, 0.309, 0.120], [0.354, 0.435, -0.924], [1.370, -0.740, 0.657], [-1.179, -0.613, 0.257], [-1.121, 1.225, 0.406], [0.425, -0.346, -1.566]], "atomic_forces_ev_per_a": [[0.12, -0.06, -0.26], [0.19, 0.07, 0.11], [-0.27, 0.10, -0.17], [-0.09, -0.24, 0.12], [-2.69, 0.15, -0.19], [2.60, -0.27, 0.70], [0.22, 0.25, -0.40], [-0.05, -0.01, -0.11], [0.04, -0.08, -0.04], [-0.08, 0.10, 0.00], [0.00, -0.01, 0.22]], "gap_ha": 0.40529, "multiplicity": 1, "e_tot_ha": -471.03820, "de_lowest_kcal_mol": 9.02, "lumo_energy_ev": 0.916, "e_homo_ev": -10.11}



Record 4
{"formula": "C3H4FN3", "method": "ωB97M-V/def2-TZVPD", "elements": ["C", "C", "C", "N", "N", "N", "F", "H", "H", "H", "H"], "coordinates": [[0.489, 0.114, 0.149], [-1.630, 0.455, -0.314], [1.176, 0.079, 1.439], [0.686, -0.340, -0.957], [-1.593, -0.166, -1.396], [-0.342, -0.619, -1.735], [-2.672, 0.992, 0.201], [0.477, -0.356, 2.176], [2.067, -0.466, 1.306], [1.491, 1.024, 1.943], [-0.149, -0.718, -2.813]], "atomic_forces_ev_per_a": [[-3.81, 1.89, 1.07], [4.93, -1.54, 0.53], [-0.86, 1.47, 1.42], [1.53, -1.00, -0.84], [-0.56, 0.63, -0.75], [-0.46, -0.84, -4.06], [-1.23, 0.50, 0.61], [0.55, -0.28, -0.37], [1.00, -1.11, 0.06], [-0.49, -0.20, -0.96], [-0.59, 0.48, 3.30]], "gap_ha": 0.35817, "multiplicity": 1, "e_tot_ha": -380.68525, "de_lowest_kcal_mol": 109.48, "lumo_energy_ev": 0.989, "e_homo_ev": -8.76}



Record 5
{"formula": "C3H4FNO", "method": "ωB97M-V/def2-TZVPD", "elements": ["N", "C", "O", "F", "H", "H", "C", "C", "H", "H"], "coordinates": [[0.271, -1.767, -0.187], [1.522, -1.861, -0.676], [2.306, -1.025, -0.916], [1.816, -3.194, -0.977], [-0.048, -2.645, 0.095], [-0.281, -0.988, 0.315], [-0.713, 1.686, -0.141], [0.447, 1.857, -0.002], [-1.873, 1.504, -0.192], [1.516, 1.874, 0.021]], "atomic_forces_ev_per_a": [[-1.53, 1.12, 1.18], [-0.38, -0.32, -0.12], [1.01, 0.97, -0.24], [-0.56, 0.95, 0.46], [-0.86, -1.48, 0.31], [2.37, -1.16, -1.60], [-5.17, -0.76, -0.08], [2.10, -0.12, -0.05], [3.22, 0.63, 0.05], [-0.20, 0.18, 0.09]], "gap_ha": 0.43285, "multiplicity": 1, "e_tot_ha": -346.50513, "de_lowest_kcal_mol": 39.93, "lumo_energy_ev": 0.741, "e_homo_ev": -11.04}



Record 6
{"formula": "C3H4FNO3", "method": "ωB97M-V/def2-TZVPD", "elements": ["C", "C", "C", "N", "O", "O", "O", "F", "H", "H", "H", "H"], "coordinates": [[-0.622, 0.440, -0.864], [-1.248, -0.374, 0.985], [-0.277, -0.727, -0.134], [2.266, 0.338, 0.149], [3.232, -0.173, 0.630], [2.097, 1.256, -0.575], [-1.484, 0.836, 0.258], [-0.067, -2.005, -0.528], [0.288, 1.015, -1.213], [-1.334, 0.393, -1.695], [-2.119, -0.942, 0.981], [-0.732, -0.057, 2.004]], "atomic_forces_ev_per_a": [[-0.92, 1.61, -1.80], [3.68, 2.04, 0.87], [0.29, -3.16, 2.15], [-0.62, -1.36, 0.61], [-0.23, 0.44, -0.24], [0.87, 0.83, -0.35], [0.72, 1.46, -0.44], [-0.02, 1.13, -0.17], [-1.36, 0.22, 0.84], [0.42, -0.59, -0.45], [-1.43, -1.32, 0.70], [-1.40, -1.31, -1.72]], "gap_ha": [0.37040, 0.25609], "multiplicity": 1, "e_tot_ha": -496.79050, "de_lowest_kcal_mol": 190.98, "lumo_energy_ev": [-0.137, -1.577], "e_homo_ev": [-10.22, -8.55]}



Record 7
{"formula": "C3H4FNS", "method": "ωB97M-V/def2-TZVPD", "elements": ["F", "N", "C", "C", "S", "C", "H", "H", "H", "H"], "coordinates": [[-0.888, 0.473, 1.931], [0.027, -0.336, 0.931], [-0.731, -0.843, -0.094], [-0.637, -0.245, -1.285], [0.593, 0.943, -1.408], [0.999, 0.545, 0.374], [-1.369, -1.561, 0.328], [-1.177, -0.483, -2.090], [1.065, 1.324, 1.041], [2.118, 0.183, 0.272]], "atomic_forces_ev_per_a": [[0.84, -0.49, -1.65], [1.71, 0.00, 0.87], [-0.88, 0.53, 0.81], [1.85, 0.46, 2.53], [-0.26, 0.47, 0.72], [2.28, -1.10, -1.29], [-1.26, -1.09, -0.63], [-1.94, -0.98, -3.00], [0.08, 2.44, 1.04], [-2.43, -0.23, 0.61]], "gap_ha": 0.31842, "multiplicity": 1, "e_tot_ha": -669.39158, "de_lowest_kcal_mol": 67.47, "lumo_energy_ev": 0.069, "e_homo_ev": -8.60}



Record 8
{"formula": "C3H4FNS", "method": "ωB97M-V/def2-TZVPD", "elements": ["C", "C", "C", "N", "F", "S", "H", "H", "H", "H"], "coordinates": [[0.509, 0.883, 0.649], [-0.393, 1.757, 0.409], [0.650, -0.561, -0.045], [-0.520, -1.014, -0.630], [-1.379, 1.809, -0.472], [-1.814, -1.483, 0.255], [1.263, 1.033, 1.402], [1.463, -0.475, -0.770], [0.926, -1.213, 0.786], [-0.704, -0.735, -1.584]], "atomic_forces_ev_per_a": [[1.25, -2.53, -0.43], [-1.31, 1.36, -0.53], [1.18, 2.09, 1.46], [-1.65, -0.51, -0.89], [0.40, -0.18, 0.33], [-0.04, -0.18, -0.02], [0.03, 0.35, 0.22], [-0.04, -0.23, 0.04], [0.11, -0.11, -0.21], [0.08, -0.06, 0.03]], "gap_ha": [0.29406, 0.28545], "multiplicity": 1, "e_tot_ha": -669.36066, "de_lowest_kcal_mol": 86.88, "lumo_energy_ev": [-0.911, -0.662], "e_homo_ev": [-8.91, -8.43]}



Record 9
{"formula": "C3H4FeO4", "method": "ωB97M-V/def2-TZVPD", "elements": ["O", "C", "C", "O", "O", "C", "H", "H", "H", "Fe", "O", "H"], "coordinates": [[-0.269, -1.479, 0.530], [1.203, 0.541, -0.481], [-1.421, -0.737, 0.186], [2.066, 0.308, -1.376], [0.001, 0.975, -0.846], [-1.089, 0.697, -0.038], [-2.199, -0.793, 0.966], [-1.818, -1.186, -0.743], [-1.855, 1.471, -0.073], [3.392, 0.482, 0.017], [1.611, 0.629, 0.745], [0.377, -0.907, 1.115]], "atomic_forces_ev_per_a": [[2.36, 1.32, 1.33], [-1.77, 1.65, -0.38], [-0.02, 0.40, 0.14], [0.27, -0.15, -0.19], [1.46, -1.01, -0.15], [-1.03, 0.14, 0.51], [0.18, 0.01, -0.26], [0.08, 0.04, 0.29], [0.38, -0.17, -0.08], [0.44, -0.17, 0.08], [0.07, -0.27, 0.00], [-2.41, -1.78, -1.28]], "gap_ha": [0.19369, 0.26710], "multiplicity": 6, "e_tot_ha": -1680.99316, "de_lowest_kcal_mol": 21.29, "lumo_energy_ev": [-6.948, -6.964], "total_charge": 1, "e_homo_ev": [-12.22, -14.23], "s_squared": 8.76}



Record 10
{"formula": "C3H4GaO3", "method": "ωB97M-V/def2-TZVPD", "elements": ["C", "C", "O", "C", "O", "Ga", "H", "H", "H", "O", "H"], "coordinates": [[-1.632, -0.717, 0.069], [-0.439, -1.441, 0.118], [0.687, -0.606, 0.239], [1.918, -0.945, -0.102], [2.474, 0.270, -0.214], [0.717, 1.396, -0.072], [-2.381, -1.068, -0.644], [-2.018, -0.395, 1.049], [3.431, 0.255, -0.355], [-1.044, 1.395, -0.299], [-1.713, 1.856, 0.210]], "atomic_forces_ev_per_a": [[0.67, -0.59, 0.17], [0.88, 2.06, 0.88], [-3.68, -0.64, -0.40], [3.31, -1.20, -0.61], [-0.67, -1.53, 0.43], [0.02, 3.00, 0.30], [-0.11, 0.60, -0.45], [-0.01, -0.39, 0.07], [0.82, -0.06, -0.29], [-0.91, -2.04, -0.28], [-0.32, 0.79, 0.18]], "gap_ha": [0.22835, 0.29510], "multiplicity": 2, "e_tot_ha": -2266.20081, "de_lowest_kcal_mol": 152.60, "lumo_energy_ev": [-12.502, -12.560], "total_charge": 2, "e_homo_ev": [-18.72, -20.59], "s_squared": 0.76}



Record 11
{"formula": "C3H4HgO3", "method": "ωB97M-V/def2-TZVPD", "elements": ["O", "C", "C", "O", "O", "C", "H", "H", "H", "H", "Hg"], "coordinates": [[-0.832, 0.021, -1.172], [-1.500, 0.530, -0.162], [1.122, -1.979, 0.126], [-2.726, 0.372, -0.010], [-0.746, 1.162, 0.704], [2.012, -1.240, 0.807], [0.118, -2.157, 0.517], [1.381, -2.434, -0.833], [1.771, -0.827, 1.791], [3.036, -1.114, 0.449], [0.843, 0.811, -0.438]], "atomic_forces_ev_per_a": [[-2.83, -1.33, -1.70], [-3.21, -0.87, 0.48], [0.38, -0.21, 0.53], [0.85, 0.23, -0.16], [-2.52, 0.96, 2.31], [0.03, -0.80, 0.12], [0.28, 0.17, -0.26], [-0.16, 0.22, 0.25], [0.07, -0.07, -0.39], [-0.36, 0.07, 0.09], [7.47, 1.63, -1.26]], "gap_ha": [0.25660, 0.24539], "multiplicity": 2, "e_tot_ha": -495.81043, "de_lowest_kcal_mol": 34.01, "lumo_energy_ev": [3.982, 2.954], "total_charge": -1, "e_homo_ev": [-3.00, -3.72], "s_squared": 0.76}



Record 12
{"formula": "C3H4HoLiO4", "method": "ωB97M-V/def2-TZVPD", "elements": ["H", "O", "C", "C", "O", "C", "O", "O", "Li", "Ho", "H", "H", "H"], "coordinates": [[-2.230, -0.968, 1.491], [1.755, -0.160, 1.071], [1.168, -1.076, 0.489], [0.197, -0.911, -0.644], [-0.807, 0.052, -0.436], [-0.629, 1.414, -0.403], [0.527, 1.847, -0.606], [-1.679, 1.997, -0.113], [-2.809, 0.457, 0.391], [2.467, 2.048, 0.633], [1.638, -2.080, 0.504], [-0.328, -1.867, -0.779], [0.730, -0.752, -1.598]], "atomic_forces_ev_per_a": [[0.13, 0.18, -0.12], [0.93, 2.24, 0.55], [0.26, -1.12, -1.72], [-0.36, -0.34, 0.17], [-0.28, 0.25, -0.52], [-2.33, -1.11, 0.90], [3.22, 1.34, 0.67], [1.06, -0.03, -0.41], [0.33, -0.21, 0.28], [-2.77, -1.92, -0.86], [-0.46, 0.18, 0.55], [0.07, 0.30, 0.19], [0.20, 0.26, 0.31]], "gap_ha": [0.22514, 0.12629], "multiplicity": 6, "e_tot_ha": -1372.92872, "de_lowest_kcal_mol": 91.16, "lumo_energy_ev": [-4.934, -5.899], "total_charge": 1, "e_homo_ev": [-11.06, -9.34], "s_squared": 8.98}